Record 1
Here is 2 unconnected molecules or ions with the total composition C24H22F5OSi from the Open Molecules 2025 dataset. Energies are from the ωB97M-V functional and the def2-TZVPD basis.

Output
- lowest unoccupied orbital energy (eV) = -5.4582
- E_tot (Ha) = -1791.5074
- maximum force (eV/Å) = 2.420
- frontier orbital gap (eV) = 6.51
- net charge = +1

Each line ends with the Löwdin charge.
Element x y z (Å)
1 C 2.892 0.203 1.325  -0.10
2 H 0.105 -1.677 1.353  0.11
3 C -0.923 -1.857 1.018  -0.02
4 H -4.570 -2.372 -0.230  0.12
5 C 2.892 2.572 0.872  -0.11
6 H -2.699 0.851 0.467  0.02
7 C 3.985 0.354 2.166  -0.11
8 H -0.876 4.841 1.238  0.05
9 F 4.477 -0.692 2.863  0.13
10 C -0.008 -1.896 -2.686  -0.21
11 C 3.970 2.740 1.725  -0.11
12 C 0.157 -2.854 -5.288  -0.03
13 C -2.486 -2.336 -0.787  0.00
14 F 2.310 -1.035 1.244  0.08
15 Si -1.019 2.365 1.566  0.44
16 C -3.292 -1.937 1.455  -0.04
17 C 0.003 -1.858 -1.243  0.02
18 H -4.107 -1.836 2.162  0.12
19 O 0.056 2.084 0.314  -0.09
20 F 4.428 3.977 2.008  0.13
21 F 5.421 1.816 3.361  0.14
22 H -2.730 -2.669 -1.795  0.10
23 C 1.333 -2.454 -4.635  -0.05
24 H -1.525 1.174 3.613  0.05
25 C -0.636 1.217 2.971  -0.14
26 C 1.009 1.174 -0.022  -0.24
27 F 2.364 3.664 0.259  0.12
28 H 0.198 1.587 3.580  0.05
29 H -2.134 -1.483 -3.137  0.12
30 H 2.306 -2.584 -5.119  0.12
31 H 0.971 -2.119 -0.779  0.14
32 C -1.146 -2.060 -0.373  -0.17
33 H -1.623 4.433 2.803  0.05
34 H -0.112 0.428 -1.636  0.12
35 H 0.217 -3.444 -6.205  0.12
36 C -1.102 -2.518 -4.755  -0.04
37 H 0.128 4.320 2.584  0.04
38 C 2.295 1.306 0.663  -0.01
39 C -3.543 -2.226 0.115  -0.05
40 C -1.185 -1.928 -3.493  -0.01
41 H -1.773 -1.674 2.980  0.12
42 H -2.927 2.533 -0.059  0.04
43 H 1.640 -0.265 -1.384  0.09
44 H 2.150 -1.546 -2.861  0.12
45 H -0.402 0.189 2.673  0.01
46 H -3.466 2.012 1.572  0.04
47 C 0.736 0.210 -0.976  0.06
48 C 4.495 1.635 2.404  -0.09
49 C -2.678 1.898 0.810  -0.14
50 C -1.974 -1.821 1.918  -0.06
51 C 1.252 -1.913 -3.359  0.00
52 C -0.836 4.146 2.087  -0.14
53 H -2.016 -2.676 -5.345  0.12

Record 2
Here is a molecular structure, C24H22IN10O3Pt from the Open Molecules 2025 dataset. Energies are from the ωB97M-V functional and the def2-TZVPD basis.

Output
- lowest unoccupied orbital energy (spin up / spin down) (eV) = -1.3479 / -1.3442
- E_tot (Ha) = -2117.9046
- maximum force (eV/Å) = 2.548
- frontier orbital gap (spin up / spin down) (eV) = 3.73 / 3.73
- net charge = -1

Each line ends with the Löwdin charge.
Element x y z (Å)
1 N 0.722 -2.629 -2.368  -0.08
2 C 0.393 -3.332 -3.478  -0.45
3 H 2.009 -2.510 -0.157  0.04
4 H 3.206 -3.970 1.434  0.11
5 C 2.651 -1.283 4.121  -0.05
6 H -0.906 -3.078 2.384  0.07
7 H 3.665 -2.607 5.463  0.09
8 C -2.393 3.676 -1.668  0.00
9 C 3.473 -3.429 3.483  -0.10
10 O -1.120 -1.849 0.151  -0.36
11 H 2.521 -0.512 4.866  0.10
12 C 1.514 0.202 2.507  -0.18
13 H -2.174 -2.190 3.256  0.07
14 C 3.297 -2.454 4.459  -0.11
15 C -1.845 -2.541 2.281  -0.05
16 N -1.315 0.241 -5.595  -0.10
17 C -2.653 5.026 -1.809  -0.15
18 C -0.683 -1.564 -4.732  -0.45
19 C 0.739 0.906 3.445  -0.03
20 H 0.578 0.475 4.424  0.12
21 C 0.368 2.686 1.864  -0.06
22 C 2.440 -2.008 1.809  -0.25
23 C 0.168 2.120 3.113  -0.08
24 N -0.970 -1.004 -5.901  0.02
25 N 1.430 -4.637 -2.199  -0.08
26 N 0.834 -4.583 -3.378  0.03
27 C 3.043 -3.220 2.193  -0.02
28 H -3.750 -1.246 0.783  0.08
29 H -2.818 0.204 0.406  0.04
30 H 3.976 -4.351 3.738  0.10
31 C -0.874 1.710 -1.658  -0.67
32 H -0.918 -0.655 1.778  0.11
33 H -3.186 2.980 -1.447  0.12
34 H -3.661 5.400 -1.708  0.09
35 H 1.714 -0.852 0.316  0.04
36 C -1.600 5.875 -2.090  -0.71
37 O 0.287 1.243 -1.803  -0.11
38 C -0.303 5.412 -2.208  -0.15
39 N -1.247 0.447 -4.333  -0.07
40 O -1.857 1.003 -1.366  -0.06
41 C -0.053 4.060 -2.059  -0.02
42 C -1.098 3.184 -1.801  -0.13
43 H -0.440 2.643 3.839  0.11
44 C 1.593 0.771 1.256  0.15
45 C 2.200 -1.046 2.828  -0.13
46 H -2.586 -3.217 1.861  0.07
47 N -0.262 -2.852 -4.571  0.14
48 C 1.099 1.988 0.906  -0.06
49 C -2.962 -0.586 1.139  -0.06
50 N -0.852 -0.667 -3.733  -0.09
51 H -3.256 -0.153 2.093  0.07
52 Pt -0.482 -0.944 -1.604  1.27
53 H 0.505 6.096 -2.417  0.09
54 H -0.229 -3.425 -5.400  0.14
55 C -1.643 -1.357 1.318  -0.58
56 H 0.953 3.679 -2.135  0.12
57 N 1.374 -3.505 -1.601  -0.11
58 I -1.982 7.945 -2.346  0.79
59 H 1.242 2.386 -0.085  0.09
60 N 2.172 -1.755 0.514  0.16
61 H -0.048 3.653 1.620  0.11

Record 3
Here is C24H22N2O5 in the gas phase from the Open Molecules 2025 dataset. Energies are from the ωB97M-V functional and the def2-TZVPD basis.

Output
- lowest unoccupied orbital energy (eV) = 0.4693
- E_tot (Ha) = -1413.5180
- maximum force (eV/Å) = 1.360
- frontier orbital gap (eV) = 9.10
- relative energy (zero: lowest compared OMol25 entry of this formula, charge and spin) (kcal/mol) = 0.0
- SMILES = O=C(N[C@H](Cc1ccccc1)C(=O)OCC(=O)N1CCc2ccccc21)c1ccco1

Each line ends with the Löwdin charge.
Element x y z (Å)
1 C 0.140 0.378 1.525  -0.44
2 N -1.573 -1.199 1.131  0.14
3 C 1.511 -1.283 -3.549  0.01
4 H -1.561 0.009 5.274  0.12
5 C 3.456 1.853 -3.594  -0.08
6 H 4.282 0.223 -5.825  0.11
7 H 1.630 1.976 0.238  0.13
8 C 0.672 1.772 -0.254  -0.06
9 H 0.275 2.679 -0.713  0.14
10 N 1.751 0.850 -2.243  0.03
11 C -0.285 3.106 5.705  -0.10
12 C -3.458 -4.634 -1.149  -0.05
13 C -2.093 0.635 2.708  -0.08
14 C 1.985 -1.977 -4.653  -0.08
15 H 2.002 2.935 -2.362  0.13
16 H -3.756 -4.833 1.057  0.12
17 O -2.330 -2.724 -0.977  0.05
18 O 0.121 -0.345 -1.213  0.09
19 H 0.746 -1.697 -2.915  0.10
20 C -2.666 -3.117 0.273  -0.18
21 C -0.665 1.809 6.005  -0.08
22 C -2.809 -3.642 -1.822  -0.11
23 C -1.487 1.516 3.761  -0.23
24 H -2.901 0.033 3.128  0.13
25 H -0.665 -0.971 2.985  0.16
26 C -1.032 -0.341 2.166  -0.19
27 C -0.508 3.610 4.436  -0.08
28 H -1.277 3.214 2.479  0.11
29 H 4.524 1.891 -3.378  0.12
30 H 3.244 2.080 -1.429  0.13
31 C -1.262 1.019 5.039  -0.03
32 H -1.302 -1.020 0.171  0.12
33 H 0.181 3.723 6.459  0.10
34 O -2.558 -2.632 2.583  0.08
35 C 2.056 -0.039 -3.285  -0.14
36 H -3.937 -5.493 -1.571  0.10
37 H -2.483 1.230 1.881  0.12
38 C 2.611 2.028 -2.320  -0.10
39 C -2.269 -2.316 1.443  -0.42
40 C 2.971 -1.446 -5.467  -0.09
41 H -2.632 -3.486 -2.869  0.12
42 C 3.049 0.501 -4.100  -0.17
43 O 1.297 0.101 1.682  0.16
44 O -0.284 1.344 0.692  0.01
45 H -0.216 4.623 4.197  0.10
46 H 1.575 -2.950 -4.877  0.10
47 C -3.367 -4.295 0.218  0.01
48 H 3.237 2.627 -4.332  0.12
49 C 0.823 0.644 -1.289  -0.37
50 H 3.324 -2.005 -6.320  0.10
51 H -0.496 1.412 6.995  0.10
52 C 3.512 -0.196 -5.195  -0.03
53 C -1.104 2.818 3.469  -0.04

Record 4
Here is 2 unconnected molecules or ions with the total composition C24H22N3 from the Open Molecules 2025 dataset. Energies are from the ωB97M-V functional and the def2-TZVPD basis.

Output
- lowest unoccupied orbital energy (eV) = -4.7854
- E_tot (Ha) = -1091.7702
- maximum force (eV/Å) = 2.578
- frontier orbital gap (eV) = 5.77
- relative energy (zero: lowest compared OMol25 entry of this formula, charge and spin) (kcal/mol) = 11.1
- net charge = +1

Each line ends with the Löwdin charge.
Element x y z (Å)
1 C -0.970 1.757 1.998  0.09
2 C 2.215 0.126 2.770  -0.17
3 H -1.674 -0.752 1.207  0.11
4 C -3.663 -0.904 2.059  -0.07
5 C -1.620 0.290 -2.942  -0.21
6 H -3.833 -1.905 1.635  0.12
7 H 4.198 2.541 1.807  0.11
8 H 0.481 0.482 -3.294  0.17
9 C -4.646 -0.256 2.831  -0.05
10 C 0.811 0.026 2.709  -0.09
11 C -4.335 0.941 3.491  -0.06
12 C 1.478 2.189 2.228  0.09
13 C -4.123 -0.821 -2.910  -0.27
14 C -3.423 -0.694 -4.122  -0.04
15 C 1.058 -2.294 3.332  -0.04
16 H -5.904 -1.207 -3.992  0.08
17 H 1.509 3.265 2.088  0.16
18 C -3.105 1.570 3.258  -0.01
19 H -5.635 -0.708 2.933  0.11
20 H -3.925 -0.770 -0.707  0.10
21 H -5.048 1.385 4.195  0.11
22 C -2.429 -0.286 1.847  -0.08
23 C 0.321 1.357 2.310  -0.12
24 C 0.236 -1.170 3.111  0.00
25 H -3.923 -1.000 -5.043  0.12
26 H -1.093 2.811 1.741  0.15
27 H 4.123 -0.763 3.192  0.11
28 C -2.295 0.212 -1.691  -0.20
29 C 3.052 -0.920 3.137  0.01
30 C -3.520 -0.470 -1.679  0.04
31 C 3.938 1.951 2.688  0.02
32 H -6.209 -0.835 -2.280  0.08
33 H 0.745 1.046 -0.832  0.12
34 C -2.140 1.004 2.370  -0.22
35 C -5.527 -1.353 -2.971  -0.06
36 H -2.860 2.516 3.761  0.12
37 C -0.211 0.761 -1.275  -0.14
38 N 2.581 1.454 2.546  -0.05
39 N -0.299 0.583 -2.640  0.10
40 H 4.068 2.575 3.581  0.12
41 N -1.397 0.614 -0.690  0.09
42 C -2.119 -0.184 -4.148  -0.01
43 H -1.508 -0.135 -5.048  0.11
44 H 0.602 -3.278 3.499  0.12
45 H -0.830 -1.211 3.324  0.11
46 H -5.615 -2.432 -2.759  0.09
47 H 3.090 -3.050 3.567  0.12
48 C 2.459 -2.174 3.369  -0.05
49 H 4.607 1.096 2.768  0.08

Record 5
Here is C24H22N4O3S2 in the gas phase from the Open Molecules 2025 dataset. Energies are from the ωB97M-V functional and the def2-TZVPD basis.

Output
- lowest unoccupied orbital energy (eV) = 0.3357
- E_tot (Ha) = -2168.9171
- maximum force (eV/Å) = 1.121
- frontier orbital gap (eV) = 7.74
- relative energy (zero: lowest compared OMol25 entry of this formula, charge and spin) (kcal/mol) = 0.0
- SMILES = CC(C)[C@@](C)(C#N)NC(=O)CSc1nc2scc(-c3ccco3)c2c(=O)n1-c1ccccc1

Each line ends with the Löwdin charge.
Element x y z (Å)
1 H -2.082 -4.190 -3.965  0.11
2 C -1.026 1.401 -0.338  -0.08
3 C -0.747 5.923 -1.845  -0.12
4 H 3.486 -0.500 4.168  0.09
5 C 3.438 -1.331 1.389  -0.35
6 H 4.354 0.600 1.726  0.09
7 C -0.724 0.576 -1.482  -0.32
8 O -0.229 -1.389 3.759  0.08
9 C 4.651 -0.446 1.674  -0.06
10 H 3.729 -1.228 -0.745  0.09
11 H 5.135 -0.721 2.607  0.07
12 C 1.799 0.237 2.297  -0.16
13 H 2.096 -1.697 -0.303  0.06
14 H -0.788 -4.019 2.470  0.09
15 C -1.102 2.828 -0.203  -0.17
16 H -0.061 5.538 -3.879  0.10
17 H 1.351 -2.662 1.361  0.09
18 C -1.528 -2.615 -2.637  -0.05
19 H -0.187 2.964 -3.078  0.09
20 C 0.887 -2.578 -3.999  -0.06
21 C -0.979 -2.994 2.148  -0.34
22 H 0.069 -4.167 -5.175  0.10
23 C 2.930 -1.053 -0.028  -0.06
24 C 2.319 -1.116 2.441  -0.45
25 C -0.418 3.830 -2.497  0.00
26 C 0.035 -2.038 2.777  -0.57
27 H 2.608 -0.017 -0.119  0.09
28 H 1.437 -0.981 -2.677  0.12
29 C -0.528 -1.725 -2.269  -0.26
30 C -1.022 -1.294 0.049  -0.55
31 C -0.846 3.849 -1.194  -0.21
32 H -2.474 -2.607 -2.117  0.11
33 C -0.099 -3.481 -4.358  -0.08
34 C -1.333 0.768 0.867  -0.54
35 H 1.957 -1.288 4.552  0.08
36 C -0.356 5.178 -2.915  -0.06
37 H 3.744 -2.382 1.458  0.15
38 N -1.316 -0.561 1.066  0.07
39 C -1.472 3.179 1.068  -0.33
40 C -1.305 -3.497 -3.679  -0.07
41 N 1.241 -2.062 2.166  0.11
42 N 1.415 1.302 2.143  0.24
43 C 0.679 -1.697 -2.954  -0.01
44 H 1.824 -2.556 -4.535  0.11
45 H 3.325 -2.259 3.975  0.10
46 O -1.045 5.137 -0.802  0.04
47 H -1.601 4.179 1.431  0.08
48 C 2.814 -1.303 3.882  0.00
49 O -0.473 0.918 -2.616  0.09
50 S -1.728 1.857 2.132  1.09
51 S -0.887 -3.026 0.333  1.03
52 N -0.756 -0.820 -1.192  0.07
53 H 5.379 -0.555 0.874  0.08
54 H -0.852 6.981 -1.706  0.12
55 H -1.979 -2.691 2.451  0.09

Record 6
Here is C24H22N4O5S in the gas phase from the Open Molecules 2025 dataset. Energies are from the ωB97M-V functional and the def2-TZVPD basis.

Output
- lowest unoccupied orbital energy (eV) = -0.7297
- E_tot (Ha) = -1921.1933
- maximum force (eV/Å) = 1.219
- frontier orbital gap (eV) = 7.65
- relative energy (zero: lowest compared OMol25 entry of this formula, charge and spin) (kcal/mol) = 63.3
- SMILES = Cc1cc(C)cc(Oc2nc3ccccn3c(=O)c2/C=C(\C#N)C(=O)N[C@@H]2CCS(=O)(=O)C2)c1

Each line ends with the Löwdin charge.
Element x y z (Å)
1 N -1.829 2.584 -2.988  0.10
2 N 1.708 -2.151 1.216  0.19
3 C -0.047 0.569 -0.578  0.07
4 H -4.484 2.706 -3.156  0.13
5 C 3.585 -4.168 -1.810  -0.04
6 H -4.570 3.205 -5.885  0.10
7 H -3.603 1.856 -5.233  0.10
8 C 1.502 -1.177 -1.438  -0.34
9 C 3.049 -3.961 0.515  0.02
10 O 0.306 -0.474 1.926  0.09
11 H -1.471 2.116 -3.812  0.10
12 C -0.616 -0.823 4.063  0.04
13 C 0.968 -1.078 0.943  -0.25
14 H -4.593 4.352 -3.795  0.12
15 O -1.203 2.741 -5.879  -0.32
16 H -1.469 -0.833 7.314  0.08
17 H -2.487 -0.461 5.913  0.08
18 O -1.761 2.792 -0.738  0.07
19 C 0.512 -0.806 3.256  -0.21
20 H 4.244 -5.534 -0.271  0.11
21 H -0.848 4.765 -4.060  0.12
22 C -1.468 2.177 -1.746  -0.44
23 H 2.746 -2.607 -3.044  0.14
24 H -2.709 4.257 -2.212  0.15
25 O 1.593 -0.777 -2.578  0.08
26 C 3.678 -4.640 -0.484  -0.04
27 H -1.580 -0.634 3.617  0.13
28 C 3.255 -1.514 5.753  -0.05
29 C 1.902 -1.288 5.149  -0.26
30 C -0.694 0.902 -1.719  -0.12
31 C 2.871 -3.042 -2.063  -0.01
32 O -2.466 4.609 -6.861  -0.32
33 C -2.603 3.785 -3.196  -0.35
34 C -0.496 -1.078 5.421  -0.27
35 C 0.783 -0.579 -0.356  -0.04
36 C 0.766 -1.314 5.948  -0.01
37 H 0.870 -1.517 7.005  0.12
38 H 4.073 -4.690 -2.616  0.11
39 N 2.241 -2.363 -1.070  0.11
40 C -1.712 -1.122 6.294  -0.05
41 H -2.383 5.656 -4.298  0.11
42 C -1.919 4.680 -4.209  -0.14
43 C -0.832 0.061 -2.840  -0.21
44 H 3.994 -1.724 4.985  0.07
45 H -0.185 1.237 0.264  0.14
46 N -1.106 -0.617 -3.726  0.20
47 S -2.230 3.738 -5.745  0.68
48 C -3.987 3.445 -3.785  -0.16
49 C 1.771 -1.026 3.793  0.02
50 H 3.228 -2.345 6.455  0.08
51 C 2.303 -2.790 0.235  -0.23
52 H 2.642 -0.990 3.160  0.12
53 C -3.780 2.927 -5.196  -0.19
54 H 3.572 -0.626 6.300  0.09
55 H -2.115 -2.135 6.318  0.09
56 H 3.082 -4.276 1.545  0.12